# 1
{
  "formula": "C4H35N2O12",
  "method": "wB97M-V/def2-TZVPD",
  "species": ["C", "C", "C", "C", "N", "N", "H", "H", "H", "H", "H", "H", "H", "H", "H", "H", "H", "H", "H", "O", "H", "H", "O", "H", "H", "O", "H", "H", "O", "H", "H", "O", "H", "H", "O", "H", "H", "O", "H", "H", "O", "H", "H", "O", "H", "H", "O", "H", "H", "O", "H", "H", "O"],
  "coordinates": [[2.456, -0.490, 0.516], [1.110, 0.177, 0.206], [0.123, 0.021, 1.315], [-1.199, -0.015, 1.078], [-2.117, -0.255, 2.206], [2.266, -1.956, 0.649], [2.865, -0.094, 1.487], [3.209, -0.180, -0.306], [0.727, -0.203, -0.767], [1.327, 1.311, 0.054], [0.606, -0.028, 2.331], [-1.638, 0.060, 0.100], [-1.796, 0.297, 3.038], [-3.055, 0.174, 2.021], [-2.153, -1.329, 2.353], [1.714, -2.315, -0.138], [3.138, -2.431, 0.666], [0.364, 1.023, -2.890], [0.680, 2.391, -2.231], [0.056, 1.900, -2.802], [-1.895, -2.157, -1.050], [-2.248, -3.683, -0.922], [-1.656, -2.985, -0.594], [-1.014, -2.852, 2.374], [-1.788, -2.917, 1.112], [-1.912, -2.815, 2.068], [0.989, -3.007, 3.486], [1.162, -2.252, 2.094], [0.596, -2.427, 2.888], [-1.385, 4.065, 0.483], [-1.293, 2.683, -0.126], [-0.844, 3.285, 0.475], [-1.205, -0.810, -2.504], [-2.186, 0.109, -1.762], [-2.096, -0.818, -2.059], [-0.862, 2.743, 3.536], [-1.013, 2.531, 2.009], [-1.271, 2.161, 2.876], [0.961, -3.858, -2.166], [-0.057, -2.999, -1.251], [0.778, -2.983, -1.756], [4.244, 2.676, -0.004], [2.842, 2.509, -0.400], [3.534, 2.079, 0.040], [0.698, 3.418, -0.360], [1.538, 4.331, -1.253], [1.425, 3.369, -0.988], [-2.796, 2.232, -1.830], [-1.272, 1.799, -1.970], [-2.054, 1.765, -1.384], [0.410, -0.962, -4.100], [0.647, -1.523, -2.687], [0.344, -0.765, -3.158]],
  "mulliken_charge": [-1.081, 2.129, 0.300, -2.007, 0.069, -0.458, 0.377, 0.424, -0.519, -0.680, 0.354, 0.619, 0.438, 0.384, 0.443, 0.167, 0.270, 0.334, 0.466, -0.817, 0.468, 0.278, -0.829, 0.449, 0.486, -0.847, 0.260, 0.528, -0.692, 0.284, 0.394, -0.807, 0.540, 0.310, -0.929, 0.328, 0.407, -0.595, 0.273, 0.476, -0.796, 0.320, 0.274, -0.583, 0.396, 0.298, -0.786, 0.292, 0.507, -0.834, 0.252, 0.312, -0.650],
  "homo_lumo_gap_ev": 9.72,
  "total_charge": 1,
  "lumo_ev": -2.397,
  "total_energy_ha": -1185.6244,
  "relative_energy_kcal_mol": 14.0
}

---

# 2
{
  "formula": "C4H35NO12",
  "method": "wB97M-V/def2-TZVPD",
  "species": ["C", "C", "C", "N", "C", "H", "H", "H", "H", "H", "H", "H", "H", "H", "H", "H", "H", "H", "O", "H", "H", "O", "H", "H", "O", "H", "H", "O", "H", "H", "O", "H", "H", "O", "H", "H", "O", "H", "H", "O", "H", "H", "O", "H", "H", "O", "H", "H", "O", "H", "H", "O"],
  "coordinates": [[1.925, 2.715, 1.724], [0.499, 3.175, 1.404], [-0.451, 2.110, 2.025], [-1.752, 1.860, 1.375], [-1.931, 2.390, 0.031], [2.345, 2.195, 0.861], [2.649, 3.547, 1.788], [1.953, 2.273, 2.719], [0.158, 4.135, 1.785], [0.366, 3.188, 0.337], [0.064, 1.142, 2.143], [-0.548, 2.323, 3.103], [-1.981, 0.878, 1.442], [-1.059, 2.264, -0.623], [-2.838, 2.024, -0.455], [-2.171, 3.451, 0.176], [2.164, -0.477, -1.051], [3.431, 0.419, -0.585], [2.575, 0.401, -1.001], [-2.786, 0.178, -3.276], [-3.424, 1.014, -1.924], [-2.736, 0.603, -2.424], [-0.141, 3.198, -2.552], [0.865, 4.098, -2.201], [-0.096, 4.101, -2.191], [0.506, -3.179, 3.409], [-0.629, -2.365, 3.231], [0.054, -2.752, 2.666], [1.948, -0.360, 1.059], [2.401, -0.998, 2.377], [2.466, -1.088, 1.421], [-1.488, -4.442, 0.162], [-0.945, -3.443, 1.189], [-1.665, -4.082, 1.052], [1.785, -2.316, 0.033], [0.548, -1.309, -0.199], [1.193, -1.909, -0.607], [-1.577, -0.090, -0.168], [-1.311, -0.386, -1.589], [-1.257, -0.820, -0.712], [2.525, -3.288, -2.762], [1.732, -3.333, -1.492], [2.178, -3.923, -2.126], [1.751, 1.139, -2.520], [1.851, 1.692, -3.754], [1.099, 1.487, -3.171], [-0.071, -4.366, -1.951], [-0.726, -3.086, -1.517], [-0.887, -4.032, -1.555], [-3.244, -2.073, 2.362], [-2.525, -2.221, 0.901], [-2.791, -1.662, 1.630]],
  "mulliken_charge": [-1.149, 0.160, -0.397, -0.342, -0.980, 0.105, 0.376, 0.346, 0.375, 0.034, -0.024, 0.354, 0.184, 0.496, 0.227, 0.311, 0.380, 0.311, -0.754, 0.251, 0.274, -0.560, 0.310, 0.306, -0.642, 0.246, 0.289, -0.555, 0.206, 0.297, -0.619, 0.427, 0.313, -0.724, 0.418, 0.415, -0.719, -0.020, 0.286, -0.314, 0.312, 0.407, -0.661, 0.341, 0.338, -0.590, 0.372, 0.277, -0.695, 0.246, 0.357, -0.604],
  "homo_lumo_gap_ev": 8.46,
  "total_charge": 0,
  "lumo_ev": 0.055,
  "total_energy_ha": -1130.9646,
  "relative_energy_kcal_mol": 20.6
}

---

# 3
{
  "formula": "C4H35NO16",
  "method": "wB97M-V/def2-TZVPD",
  "species": ["O", "C", "C", "C", "O", "N", "C", "O", "H", "H", "H", "H", "H", "H", "H", "H", "H", "H", "H", "O", "H", "H", "O", "H", "H", "O", "H", "H", "O", "H", "H", "O", "H", "H", "O", "H", "H", "O", "H", "H", "O", "H", "H", "O", "H", "H", "O", "H", "H", "O", "H", "H", "O", "H", "H", "O"],
  "coordinates": [[0.884, -1.881, 1.862], [0.490, -0.871, 2.390], [1.426, 0.211, 2.952], [0.736, 1.272, 3.801], [-0.681, 1.148, 3.495], [2.266, 0.819, 1.917], [3.298, -0.035, 1.338], [3.840, 0.879, 0.413], [-0.590, -0.718, 2.416], [2.269, -0.142, 3.570], [0.806, 0.964, 4.854], [1.231, 2.247, 3.776], [-1.028, 1.904, 4.004], [1.773, 1.475, 1.326], [3.962, -0.252, 2.179], [2.971, -0.984, 0.874], [4.343, 0.543, -0.329], [0.488, -0.211, -3.469], [-0.854, 0.165, -2.669], [0.010, 0.467, -2.969], [-1.135, 3.663, -0.965], [-2.018, 2.844, -0.010], [-1.877, 3.731, -0.354], [1.604, -0.959, -5.268], [1.340, -1.886, -3.959], [1.396, -0.999, -4.340], [0.768, 2.008, -2.007], [-0.341, 2.669, -2.906], [0.020, 2.608, -2.021], [-1.989, -0.659, 0.140], [-2.341, -2.125, 0.434], [-2.697, -1.346, -0.011], [0.211, -2.123, -0.896], [-1.237, -2.664, -1.283], [-0.321, -2.590, -1.541], [1.328, -3.613, -2.366], [2.785, -3.182, -2.168], [2.150, -3.426, -2.867], [-3.307, 1.502, 2.522], [-4.053, 2.638, 1.767], [-3.656, 2.389, 2.599], [-0.336, -3.526, 1.784], [-1.164, -4.508, 1.556], [-0.472, -4.114, 0.997], [2.585, 0.882, -1.033], [1.829, -0.319, -1.566], [1.656, 0.525, -1.130], [-0.238, 1.010, -4.961], [-1.246, 1.809, -4.147], [-1.075, 1.460, -5.014], [-5.256, -0.343, 0.913], [-3.776, -0.545, 0.966], [-4.520, -0.218, 1.519], [-0.301, 1.061, 1.021], [-0.745, 0.764, -0.333], [-0.880, 0.431, 0.572]],
  "mulliken_charge": [-0.642, 0.067, -0.185, -1.012, -0.435, -0.225, -0.356, -0.671, 0.457, 0.580, 0.413, 0.441, 0.278, 0.282, 0.416, 0.142, 0.362, 0.400, 0.257, -0.646, 0.416, 0.254, -0.660, 0.261, 0.351, -0.595, 0.318, 0.252, -0.594, 0.551, 0.358, -0.841, 0.284, 0.245, -0.597, 0.333, 0.312, -0.669, 0.283, 0.307, -0.637, 0.272, 0.322, -0.533, 0.289, 0.147, -0.395, 0.345, 0.253, -0.598, 0.287, 0.472, -0.643, 0.143, 0.120, -0.336],
  "homo_lumo_gap_ev": 9.07,
  "total_charge": 0,
  "lumo_ev": -0.275,
  "total_energy_ha": -1431.8692,
  "relative_energy_kcal_mol": 159.5
}

---

# 4
{
  "formula": "C4H36BO26",
  "method": "wB97M-V/def2-TZVPD",
  "species": ["O", "C", "O", "B", "O", "C", "O", "O", "C", "O", "C", "O", "O", "O", "H", "H", "O", "H", "H", "O", "H", "H", "O", "H", "H", "O", "H", "H", "O", "H", "H", "O", "H", "H", "O", "H", "H", "O", "H", "H", "O", "H", "H", "O", "H", "H", "O", "H", "H", "O", "H", "H", "O", "H", "H", "O", "H", "H", "O", "H", "H", "O", "H", "H", "O", "H", "H"],
  "coordinates": [[3.488, -2.937, 0.981], [2.855, -2.020, 0.530], [1.859, -1.424, 1.081], [1.261, -0.451, 0.179], [2.353, -0.308, -0.859], [3.156, -1.369, -0.825], [4.037, -1.645, -1.647], [0.776, 0.768, 0.862], [-0.473, 0.997, 0.512], [-1.195, 1.918, 0.845], [-0.977, -0.093, -0.379], [0.033, -0.960, -0.511], [-2.024, -0.173, -1.028], [-1.595, -4.892, -2.429], [-1.567, -4.884, -1.472], [-0.739, -5.231, -2.691], [-0.432, 0.777, -5.085], [0.313, 0.890, -4.495], [-0.049, 0.808, -5.962], [2.577, -2.556, -5.540], [2.561, -3.186, -4.819], [1.729, -2.663, -5.971], [3.660, 3.687, 3.289], [3.761, 2.739, 3.370], [3.430, 3.827, 2.371], [3.281, 4.959, -1.002], [2.410, 4.561, -1.020], [3.373, 5.374, -1.859], [7.778, -0.930, -5.199], [7.279, -1.412, -4.540], [7.808, -0.032, -4.868], [-0.488, 3.007, 5.327], [-1.246, 2.426, 5.257], [-0.022, 2.893, 4.499], [-1.226, -5.309, 2.016], [-0.776, -4.579, 2.442], [-2.129, -5.250, 2.330], [1.406, -3.138, 5.734], [1.437, -2.446, 6.394], [1.487, -2.676, 4.899], [-4.721, 4.573, 3.203], [-4.123, 3.963, 2.771], [-4.796, 4.242, 4.098], [-7.279, 0.479, -3.207], [-7.671, 0.403, -2.337], [-6.358, 0.678, -3.039], [-5.753, -0.776, 1.790], [-6.434, -0.145, 1.556], [-5.650, -1.318, 1.008], [3.145, -7.710, -0.322], [3.324, -8.637, -0.162], [3.481, -7.263, 0.455], [-1.880, 7.422, 3.250], [-1.844, 7.546, 4.198], [-2.443, 6.658, 3.128], [7.458, -3.308, 4.161], [7.464, -4.172, 4.574], [7.078, -3.459, 3.295], [-5.758, -3.371, -1.626], [-4.830, -3.138, -1.652], [-5.953, -3.680, -2.510], [-0.385, 4.978, -2.828], [-1.181, 4.454, -2.733], [-0.179, 4.934, -3.762], [-4.540, 5.652, -1.662], [-4.646, 6.601, -1.591], [-4.694, 5.327, -0.775]],
  "mulliken_charge": [-0.649, 0.678, -0.544, 0.906, -0.407, 0.543, -0.677, -0.422, 0.523, -0.653, 0.766, -0.414, -0.673, -0.623, 0.322, 0.298, -0.626, 0.322, 0.304, -0.624, 0.314, 0.312, -0.639, 0.315, 0.324, -0.623, 0.331, 0.293, -0.646, 0.331, 0.315, -0.634, 0.310, 0.328, -0.628, 0.315, 0.317, -0.637, 0.315, 0.326, -0.639, 0.328, 0.307, -0.634, 0.306, 0.327, -0.629, 0.301, 0.325, -0.628, 0.311, 0.317, -0.636, 0.310, 0.330, -0.639, 0.313, 0.327, -0.632, 0.333, 0.303, -0.623, 0.326, 0.304, -0.628, 0.313, 0.316],
  "homo_lumo_gap_ev": 9.41,
  "total_charge": -1,
  "lumo_ev": 1.718,
  "total_energy_ha": -2155.3836,
  "relative_energy_kcal_mol": 80.8
}